The following is a DFT calculation (wB97M-V/def2-TZVPD) of a structure of composition C29H48F6N3O23RbS6 at a distorted geometry.

```
116
Properties=species:S:1:pos:R:3:mulliken_charge:R:1
Rb -0.26 1.17 4.62 0.917
C -2.60 0.21 1.59 0.469
F -3.13 1.04 2.47 -0.191
F -2.34 -0.96 2.18 -0.170
F -3.48 -0.01 0.62 -0.253
S -1.05 0.85 0.68 0.776
O -1.08 0.23 -0.62 -0.357
O -1.21 2.27 0.81 -0.572
N 0.11 0.32 1.81 -0.213
S 0.96 -0.66 1.00 0.742
O 0.28 -1.92 0.86 -0.279
O 1.69 -0.08 -0.13 -0.418
C 2.39 -1.07 2.19 0.228
F 3.20 -0.03 2.38 -0.199
F 1.96 -1.54 3.38 -0.195
F 3.10 -2.07 1.63 -0.204
C 0.29 -6.68 -1.27 -0.899
O -0.29 -5.39 -1.22 -0.115
C -1.53 -5.27 -0.73 0.700
O -2.18 -6.11 -0.17 -0.594
O -1.91 -4.02 -0.92 -0.238
C -2.96 -3.53 -0.08 -0.416
H 0.82 -6.87 -0.34 0.323
H 1.05 -6.75 -2.04 0.278
H -0.38 -7.53 -1.40 0.376
H -3.81 -4.19 -0.26 0.430
H -3.28 -2.55 -0.39 0.074
H -2.59 -3.61 0.95 0.074
C 1.14 -4.97 3.18 -0.733
C 1.52 -6.01 4.05 -0.490
C 0.62 -6.82 4.70 -0.565
C -0.74 -6.59 4.52 0.014
C -1.17 -5.60 3.68 -0.115
C -0.24 -4.82 2.99 0.108
N -1.75 -7.34 5.26 0.993
O -2.91 -7.28 4.91 -0.590
O -1.37 -7.99 6.21 -0.596
H 1.87 -4.28 2.79 0.527
H 2.53 -6.02 4.43 0.337
H 1.00 -7.54 5.42 0.453
H -2.23 -5.51 3.49 0.466
H -0.60 -3.96 2.45 0.167
C -2.28 2.54 -4.38 -0.405
C -1.90 3.84 -4.78 -0.877
C -1.96 4.83 -3.82 0.060
C -2.42 4.60 -2.54 -0.269
C -2.82 3.33 -2.16 -0.159
C -2.69 2.28 -3.08 -0.343
N -2.35 5.67 -1.54 1.120
O -2.51 5.31 -0.39 -0.585
O -2.11 6.82 -1.86 -0.630
H -2.19 1.67 -5.01 0.428
H -1.50 4.16 -5.73 0.425
H -1.67 5.81 -4.19 0.333
H -2.99 3.07 -1.13 0.441
H -2.88 1.26 -2.79 0.414
O 1.08 -3.18 -4.89 -0.634
S 2.15 -2.81 -4.02 1.227
O 3.42 -3.49 -4.03 -0.626
O 2.46 -1.18 -4.20 -0.291
C 1.40 -0.36 -4.64 -0.090
C 1.89 1.06 -4.63 -1.192
C 1.51 -2.76 -2.30 -0.491
H 0.45 -0.43 -4.10 0.263
H 1.14 -0.67 -5.66 0.343
H 2.69 1.19 -5.37 0.390
H 2.31 1.41 -3.69 0.170
H 1.17 1.83 -4.91 0.337
H 2.24 -2.17 -1.75 -0.076
H 1.60 -3.79 -1.96 0.315
H 0.54 -2.31 -2.42 0.335
O -6.21 4.00 3.28 -0.551
S -6.46 3.74 4.67 1.195
O -6.89 4.82 5.53 -0.637
O -7.58 2.57 4.86 -0.318
C -7.58 1.54 3.87 -0.089
C -8.67 1.78 2.84 -1.096
C -4.94 3.03 5.36 -0.660
H -7.78 0.60 4.38 0.357
H -6.61 1.37 3.40 0.116
H -8.68 1.07 2.01 0.353
H -8.60 2.78 2.42 0.298
H -9.65 1.78 3.31 0.307
H -4.38 2.49 4.61 -0.021
H -5.22 2.50 6.27 0.371
H -4.33 3.82 5.82 0.413
O 8.77 -1.62 1.47 -0.631
S 8.86 -1.65 0.04 1.230
O 9.75 -2.55 -0.63 -0.629
O 7.39 -2.00 -0.60 -0.302
C 6.29 -1.30 0.00 -0.397
C 5.23 -0.97 -1.06 -0.803
C 9.22 0.02 -0.52 -0.835
H 6.60 -0.45 0.61 0.502
H 5.79 -1.99 0.69 0.142
H 4.43 -0.50 -0.49 0.137
H 4.82 -1.94 -1.33 0.201
H 5.54 -0.44 -1.95 0.400
H 8.33 0.63 -0.69 0.291
H 9.72 -0.02 -1.49 0.330
H 9.87 0.41 0.26 0.327
O 2.12 7.94 -0.88 -0.629
S 1.74 7.31 -2.13 1.088
O 2.76 7.10 -3.13 -0.636
O 1.03 5.87 -1.83 -0.192
C 1.87 4.70 -2.04 -0.457
C 1.39 3.57 -1.16 -0.448
C 0.29 8.14 -2.82 -0.434
H 2.92 4.93 -1.90 0.508
H 1.68 4.47 -3.09 0.148
H 1.50 3.61 -0.08 0.357
H 1.84 2.64 -1.53 0.206
H 0.32 3.33 -1.28 -0.076
H -0.15 7.31 -3.36 -0.166
H 0.67 8.94 -3.46 0.450
H -0.27 8.56 -1.99 0.299
```

Output
**Lowest unoccupied orbital energy**: -2.0 eV
**HOMO energy**: -10.221 eV
**Electronic energy**: -164376.055 eV
**F_max**: 0.085 hartree/bohr
**Net charge**: 0

The following is a DFT calculation (wB97M-V/def2-TZVPD) of a structure of composition C37H53N4O3Si2Y.

```
100
Properties=species:S:1:pos:R:3:mulliken_charge:R:1
Y 0.27 0.15 0.39 -0.803
C 2.28 0.19 3.62 -1.155
C 1.69 1.56 3.25 -0.230
N 1.79 1.81 1.81 0.022
C 3.16 2.02 1.35 -1.146
C 3.45 1.34 0.00 -0.786
N 2.77 0.05 -0.14 0.526
C 3.47 -1.11 0.40 -0.734
C 3.52 -1.11 1.92 -1.256
N 2.23 -0.79 2.53 0.321
H 3.32 0.31 3.96 0.473
H 1.73 -0.19 4.48 0.463
H 0.63 1.58 3.50 -0.136
H 2.19 2.34 3.84 0.519
H 1.21 2.61 1.56 0.211
H 3.40 3.08 1.26 0.590
H 3.84 1.62 2.11 0.312
H 3.08 1.98 -0.80 0.183
H 4.54 1.24 -0.12 0.680
H 2.64 -0.12 -1.13 -0.672
H 2.94 -2.00 0.05 0.279
H 4.50 -1.17 0.01 0.614
H 3.88 -2.09 2.25 0.472
H 4.27 -0.39 2.26 0.406
H 1.81 -1.64 2.87 0.133
C 0.18 6.99 -3.91 -0.934
O 0.78 6.00 -3.11 -0.437
C 0.03 4.93 -2.74 0.427
C -1.32 4.78 -3.10 -1.095
C -1.99 3.66 -2.67 -1.692
C -1.38 2.67 -1.88 0.831
C -2.14 1.50 -1.48 1.403
C -3.60 1.38 -1.85 -2.614
O -1.65 0.57 -0.83 0.265
C -0.01 2.83 -1.51 -1.010
O 0.64 1.97 -0.79 1.774
C 0.66 3.98 -1.97 -0.220
H 0.95 7.74 -4.10 0.253
H -0.66 7.46 -3.40 0.355
H -0.16 6.58 -4.87 0.363
H -1.84 5.51 -3.71 0.438
H -3.02 3.54 -2.96 0.453
H -4.16 2.23 -1.46 0.560
H -3.99 0.46 -1.42 0.388
H -3.72 1.35 -2.93 0.476
H 1.70 4.12 -1.70 0.455
C -2.21 3.45 2.78 -1.243
C -2.75 2.79 3.88 -0.958
C -2.57 1.42 4.00 -0.993
C -1.83 0.72 3.04 1.241
C -1.24 1.36 1.94 0.983
C -1.48 2.73 1.84 -0.414
C -1.61 -0.75 3.21 0.626
C -2.35 -1.48 4.19 -1.358
C -2.10 -2.79 4.40 -1.540
C -1.11 -3.45 3.63 1.166
C -0.78 -4.81 3.80 -0.736
C 0.16 -5.40 3.00 -0.917
C 0.80 -4.65 2.00 -0.992
C 0.50 -3.33 1.82 0.719
C -0.46 -2.68 2.64 -1.502
N -0.73 -1.35 2.44 1.992
H -2.36 4.52 2.67 0.482
H -3.31 3.33 4.63 0.375
H -2.98 0.94 4.87 0.320
H -1.08 3.29 1.00 0.228
H -3.12 -0.98 4.76 0.474
H -2.65 -3.36 5.14 0.396
H -1.30 -5.37 4.56 0.443
H 0.41 -6.45 3.13 0.404
H 1.53 -5.12 1.35 0.539
H 0.96 -2.76 1.02 -0.022
C -2.53 -2.48 0.08 -0.667
Si -1.35 -2.66 -1.39 0.492
C -1.10 -4.53 -1.52 -1.245
C -2.47 -2.17 -2.84 -1.067
C 0.28 -1.77 -1.33 0.986
Si 0.87 -1.43 -3.05 0.222
C 2.72 -0.96 -3.19 -1.444
C 0.82 -2.95 -4.19 -1.255
C 0.00 -0.01 -3.92 -0.527
H -3.52 -2.82 -0.26 0.628
H -2.65 -1.45 0.43 -0.206
H -2.25 -3.11 0.92 0.178
H -2.06 -5.05 -1.52 0.341
H -0.52 -4.90 -0.67 0.265
H -0.56 -4.80 -2.43 0.320
H -3.35 -2.82 -2.83 0.411
H -2.00 -2.26 -3.82 0.316
H -2.82 -1.14 -2.73 0.064
H 0.99 -2.53 -0.98 0.058
H 3.37 -1.56 -2.55 0.347
H 2.91 0.10 -2.99 0.306
H 3.03 -1.13 -4.22 0.441
H 1.48 -3.73 -3.80 0.307
H 1.18 -2.69 -5.19 0.368
H -0.17 -3.38 -4.29 0.342
H 0.24 0.93 -3.41 -0.203
H -1.09 -0.12 -3.91 0.224
H 0.33 0.08 -4.95 0.557
```

Output
**Lowest unoccupied orbital energy**: -0.1 eV
**HOMO energy**: -7.231 eV
**Electronic energy**: -68136.029 eV
**F_max**: 0.008 hartree/bohr
**Relative energy (zero: lowest compared OMol25 entry of this formula, charge and spin)**: 0.00 kcal per mole
**Net charge**: 0

Sequential orbital gap output: 0.3029; 0.2626 Ha